# 1
Below is a cluster of 2 separate species, C13H10ClF in total, with properties calculated with ωB97M-V with the def2-TZVPD basis set.

Computed properties:
total charge = 0
electronic energy = -1061.3304 Ha
frontier orbital gap = 3.4 eV
ΔE to the lowest compared entry with this formula, charge and spin = 35.6 kcal per mole
lowest unoccupied orbital energy = -0.1227 Ha

Geometry as XYZ:
```
25
Properties=species:S:1:pos:R:3:forces:R:3
Cl 0.203870 4.023512 -0.841143 -0.054 -0.612 0.027
F 3.900856 -0.167502 1.699809 -0.562 -0.152 -0.851
C -2.423090 0.195980 2.215669 0.214 0.044 0.192
C 1.126390 -0.248505 -0.707662 0.619 -0.086 -0.003
C -0.282606 -0.164822 -0.857367 0.031 0.383 0.360
C 1.879261 -0.438681 -1.888435 -0.480 -0.044 -0.018
C -2.665130 -0.145632 -0.512117 0.300 -0.063 -0.225
C 3.224167 -0.272170 0.526841 -0.345 0.158 -0.146
C 3.922669 -0.446851 -0.660613 0.425 0.069 0.399
C 3.247923 -0.536184 -1.862716 0.021 -0.067 -0.060
C -3.791191 -0.057683 0.263282 -0.330 -0.078 -0.135
C 1.848497 -0.179323 0.501511 0.243 0.006 0.542
C -3.675083 0.117350 1.629556 -0.083 0.026 -0.071
C -1.370782 -0.063700 0.047471 -0.063 0.005 0.144
C -1.287422 0.107152 1.446287 0.076 -0.037 -0.035
H -4.564096 0.194575 2.233816 -0.103 0.016 0.124
H 1.357655 -0.053031 1.441324 -0.099 0.116 0.271
H -0.335444 0.177600 1.930081 0.113 0.114 0.130
H -0.593534 -0.217821 -1.888441 -0.088 -0.031 -0.257
H -2.762786 -0.304242 -1.572610 0.000 0.074 -0.241
H 3.798090 -0.687319 -2.780058 0.021 0.032 0.009
H -4.767955 -0.130271 -0.189867 -0.048 0.018 -0.063
H 1.361045 -0.537164 -2.827184 -0.122 0.118 -0.180
H 4.997449 -0.505227 -0.630131 0.209 -0.018 0.029
H -2.348762 0.339950 3.282689 0.105 0.009 0.058
```
Forces are in eV/Å.

# 2
Below is the molecule C13H10ClN3O2S2, with properties calculated with ωB97M-V with the def2-TZVPD basis set.

Computed properties:
total charge = 0
electronic energy = -2072.7126 Ha
frontier orbital gap = 9.0 eV
ΔE to the lowest compared entry with this formula, charge and spin = 0.0 kcal per mole
structure (SMILES) = Cc1cc(NC(=O)CSc2nc3cc(Cl)ccc3s2)no1
lowest unoccupied orbital energy = 0.0127 Ha

Geometry as XYZ:
```
31
Properties=species:S:1:pos:R:3:forces:R:3
Cl 4.369837 -0.011279 0.967232 0.205 -0.164 0.105
S -0.218895 3.503213 -1.264967 -0.078 -0.336 0.339
S -2.850931 2.667731 0.006595 -0.600 0.026 0.009
O -0.632378 -2.714242 -1.856295 0.561 -0.685 0.220
O -1.937836 -0.399573 2.186017 0.039 -0.198 0.213
N -0.456863 1.669987 0.562419 -0.565 0.090 0.356
N -2.375860 -0.344577 -0.047456 -0.325 -0.173 -0.492
N -1.474330 -1.656588 -1.747879 -0.818 1.037 0.139
C -0.225526 -3.093886 -0.632687 -0.349 0.458 0.527
C 1.839148 0.865404 0.781074 0.073 0.082 -0.079
C 2.512135 2.770411 -1.195969 0.006 0.005 -0.001
C -3.145772 1.476888 1.353456 0.294 0.346 -0.034
C -1.585736 -1.393652 -0.466289 0.534 -0.675 -0.329
C -2.389360 0.158300 1.219053 -0.415 0.117 -0.004
C 0.714322 -4.234563 -0.523315 -0.053 0.116 -0.251
C -0.802282 -2.288510 0.306292 0.211 -0.283 -0.397
C 1.206828 2.639085 -0.756193 -0.196 -0.229 0.260
C -1.131797 2.520198 -0.116906 0.497 0.199 -0.221
C 3.476385 1.946480 -0.649296 0.015 0.011 -0.014
C 3.133336 1.006771 0.322896 -0.260 0.125 -0.048
C 0.864259 1.693007 0.236350 0.793 0.518 -0.680
H -2.795335 0.185800 -0.800419 0.062 0.084 0.168
H 2.769185 3.496322 -1.950512 0.098 0.059 -0.088
H 1.685452 -3.959527 -0.932741 0.078 -0.028 0.010
H -0.704956 -2.304042 1.369109 0.058 -0.077 0.212
H 1.568448 0.142613 1.532416 0.015 -0.112 0.095
H 0.832607 -4.515201 0.518378 0.012 -0.025 0.039
H -4.221343 1.293369 1.346982 0.015 0.015 -0.003
H 4.501424 2.023585 -0.974424 0.097 -0.016 -0.013
H -2.863138 1.939672 2.298668 -0.008 -0.192 -0.055
H 0.338974 -5.083201 -1.091600 0.005 -0.095 0.016
```
Forces are in eV/Å.

# 3
Below is a structure of composition C13H10CoN3O5S3, with properties calculated with ωB97M-V with the def2-TZVPD basis set.

Computed properties:
total charge = -1
electronic energy = -3619.3467 Ha
frontier orbital gap (spin up / spin down) = 7.2 / 7.2 eV
<S²> = 3.759
2S+1 = 4
ΔE to the lowest compared entry with this formula, charge and spin = 7.2 kcal per mole
lowest unoccupied orbital energy (spin up / spin down) = 0.0824 / 0.0824 Ha

Geometry as XYZ:
```
35
Properties=species:S:1:pos:R:3:forces:R:3
Co 0.699744 0.204580 0.472764 -0.089 -0.038 0.143
S 1.726848 1.712673 1.810294 0.065 0.193 0.004
S -0.850371 1.084307 -1.193700 0.010 -0.031 -0.019
S -1.268666 0.532749 -4.083172 -0.037 0.037 -0.033
O 1.975361 -0.805191 -0.733968 0.090 -0.147 0.238
O 2.492593 -3.029818 -2.650196 0.016 -0.032 0.039
O -0.387407 -4.580184 0.823315 -0.011 0.003 0.010
O 1.233579 -5.460712 -1.483448 -0.007 0.010 0.010
O -0.005956 -1.581558 1.012787 0.063 -0.072 0.035
N 0.948153 0.042418 -2.914710 -0.178 0.048 -0.156
N -0.483405 1.574354 3.282598 -0.072 0.008 -0.105
N 0.218514 3.746062 2.622023 0.042 0.070 0.083
C -0.019798 -0.298460 -5.111045 0.042 -0.011 -0.033
C -1.525905 2.093367 3.921014 -0.022 0.016 -0.012
C 1.867719 -3.105336 -1.600147 -0.071 -0.057 0.058
C 1.172627 -4.341059 -1.045405 0.010 0.079 0.008
C -0.816706 4.246320 3.280246 -0.066 0.037 0.034
C -2.457833 1.119732 4.578210 -0.020 0.002 0.021
C 1.243939 -0.461925 -4.244872 0.003 0.022 -0.064
C 0.578690 -2.427528 0.254820 -0.170 -0.019 0.117
C -0.244542 0.514884 -2.666100 0.009 0.071 0.056
C 0.334562 -3.880576 0.153334 0.055 -0.042 -0.092
C 0.349009 2.413086 2.648660 0.109 -0.145 -0.127
C -1.739274 3.467009 3.954236 0.019 -0.029 0.003
C 1.560209 -2.047626 -0.666142 0.188 0.084 -0.238
H -3.113950 0.676931 3.827023 0.000 -0.007 -0.017
H -3.075564 1.601191 5.335892 -0.004 0.007 0.000
H -2.579858 3.901983 4.476614 -0.004 0.004 0.007
H 2.078634 0.103054 -4.664595 -0.019 0.001 0.022
H -0.916245 5.328294 3.262755 0.002 0.000 -0.004
H -1.886279 0.308654 5.024971 0.005 -0.002 0.005
H -0.410410 -1.261467 -5.432182 -0.007 0.012 0.011
H 0.175541 0.311700 -5.990155 -0.011 -0.026 0.002
H 1.555483 -1.503350 -4.157667 -0.001 0.027 -0.018
H 1.570966 -0.198559 -2.104052 0.060 -0.072 0.007
```
Forces are in eV/Å.

# 4
Below is a structure of composition C13H10F3NO2Pb, with properties calculated with ωB97M-V with the def2-TZVPD basis set.

Computed properties:
total charge = +2
electronic energy = -1198.4164 Ha
frontier orbital gap = 5.1 eV
lowest unoccupied orbital energy = -0.3898 Ha

Geometry as XYZ:
```
30
Properties=species:S:1:pos:R:3:forces:R:3
Pb -1.552321 1.979644 3.414590 0.093 0.452 -1.331
F 4.662563 1.941035 0.401805 -0.109 -0.028 -0.088
F 2.835465 2.199451 -0.691264 -0.323 -0.392 -0.351
F 4.167020 0.513823 -1.125844 -0.411 -0.107 -0.205
O -1.619750 2.506205 1.249596 -0.399 0.072 2.017
O -3.849769 -1.233054 -1.868445 0.241 0.519 0.550
N 0.942063 -2.781164 -1.018553 -1.524 -0.074 0.737
C 3.639251 1.260060 -0.162763 0.871 0.751 0.994
C -1.161355 -1.619280 -1.043662 0.056 -0.456 -0.674
C -1.365820 0.457184 0.121018 -0.120 0.326 0.422
C -1.913432 -0.563991 -0.692309 -1.145 1.489 0.488
C -0.012453 0.364498 0.513628 -0.156 0.598 0.535
C -3.554021 1.686557 0.104105 0.395 0.828 0.685
C 2.257834 -0.821574 0.476084 -0.560 0.562 -0.105
C 2.958019 0.465737 0.943653 0.194 -0.699 -0.040
C -2.155525 1.567843 0.525739 -0.083 -1.076 -1.171
C -4.128474 0.784480 -0.687655 0.276 -0.301 -0.011
C -3.347642 -0.409884 -1.132591 -0.372 -0.907 -0.991
C 0.780619 -0.666587 0.139584 0.749 -0.636 0.090
C 0.181556 -1.686343 -0.636835 0.426 -0.697 -0.332
H -1.611330 -2.405356 -1.645304 0.126 0.046 0.039
H 1.208839 -3.297365 -0.177986 0.840 0.099 -0.325
H 3.744363 0.175890 1.645657 0.010 0.124 -0.196
H -5.157487 0.897046 -1.015248 0.121 -0.237 -0.048
H -4.090635 2.557566 0.476297 0.066 -0.065 -0.197
H 2.727233 -1.201503 -0.438276 0.145 0.001 0.279
H 0.328194 -3.403072 -1.540520 0.466 -0.165 -0.229
H 2.377979 -1.591982 1.247119 -0.042 0.046 -0.153
H 2.316092 1.161464 1.488238 0.070 -0.085 -0.078
H 0.392925 1.162673 1.130144 0.098 0.012 -0.311
```
Forces are in eV/Å.

# 5
Below is a structure of composition C13H10N2O11PdS3, with properties calculated with ωB97M-V with the def2-TZVPD basis set.

Computed properties:
total charge = -2
electronic energy = -2761.0896 Ha
frontier orbital gap (spin up / spin down) = 6.8 / 6.0 eV
<S²> = 2.008
2S+1 = 3
ΔE to the lowest compared entry with this formula, charge and spin = 21.0 kcal per mole
lowest unoccupied orbital energy (spin up / spin down) = 0.1684 / 0.1447 Ha

Geometry as XYZ:
```
40
Properties=species:S:1:pos:R:3:forces:R:3
Pd 0.168124 -0.353061 0.190794 0.029 -0.352 -0.056
S 1.413091 -3.124314 -0.715439 0.075 -0.013 0.018
S 2.786051 0.216470 -0.922356 0.326 -0.201 -0.263
S -2.244491 -1.534156 0.132831 -0.044 0.177 -0.149
O 0.729230 -2.623459 0.507645 0.036 0.249 0.144
O 4.133358 -0.035766 -1.376657 -0.087 -0.022 0.069
O 2.845028 -3.206149 -0.603978 -0.033 -0.039 -0.020
O 2.439482 -0.468065 0.341484 -0.316 0.421 0.021
O 0.761397 -4.320742 -1.215250 -0.008 0.032 -0.001
O -1.348682 5.551035 1.480056 0.018 -0.007 -0.020
O -2.117524 4.053111 -0.929364 0.025 -0.009 -0.020
O 2.371759 1.604536 -0.939609 0.097 -0.004 -0.065
O 0.322805 1.110207 1.819014 -0.151 -0.223 0.089
O -0.909493 1.317306 -0.656606 0.266 0.073 0.040
O 0.203193 3.755348 3.221519 -0.038 -0.038 0.038
N -2.433984 0.111063 2.212550 0.108 0.032 -0.014
N -1.215966 -1.835908 2.545017 0.346 0.072 -0.207
C -0.183731 2.212386 1.400108 0.051 -0.075 -0.064
C -0.821990 2.308093 0.142895 -0.086 -0.003 0.018
C 1.049094 -1.846063 -1.967623 0.004 -0.136 -0.090
C -1.921823 -1.047502 1.718571 -0.436 -0.066 0.312
C -1.421142 3.635687 -0.020884 0.006 0.046 0.018
C 1.656747 -0.586508 -2.098263 0.041 0.243 -0.039
C -0.257978 -1.393778 -3.962240 0.024 -0.009 0.036
C 1.309147 0.232744 -3.172726 -0.114 -0.047 -0.070
C -1.037953 4.407662 1.225951 -0.017 0.013 0.026
C -0.242503 3.479640 2.118714 -0.026 0.056 -0.046
C 0.368789 -0.163406 -4.103747 0.035 0.018 0.043
C -0.535218 -1.301369 3.716594 -0.049 -0.007 0.148
C 0.087238 -2.221590 -2.911011 -0.013 -0.041 -0.007
H -2.798275 0.702607 1.478498 -0.012 -0.004 0.014
H -1.833936 0.615465 2.854873 -0.021 -0.029 0.018
H -1.021139 -1.704529 -4.665496 0.002 -0.017 0.001
H -0.373275 -3.191912 -2.790428 -0.005 0.007 -0.006
H 0.100706 0.500102 -4.916762 0.005 0.005 0.001
H -1.262294 -0.884524 4.416160 -0.006 -0.011 -0.006
H 0.190615 -0.529440 3.445502 -0.033 -0.039 0.017
H 1.763926 1.211923 -3.228952 -0.007 0.006 0.015
H -0.027445 -2.124314 4.213920 0.027 0.006 -0.011
H -0.690937 -2.528814 2.014695 -0.018 -0.063 0.066
```
Forces are in eV/Å.

# 6
Below is a structure of composition C13H11BN3O6S2W, with properties calculated with ωB97M-V with the def2-TZVPD basis set.

Computed properties:
total charge = +3
electronic energy = -2004.7986 Ha
frontier orbital gap = 6.1 eV
ΔE to the lowest compared entry with this formula, charge and spin = 11.4 kcal per mole
lowest unoccupied orbital energy = -0.4980 Ha

Geometry as XYZ:
```
37
Properties=species:S:1:pos:R:3:forces:R:3
W -0.124475 -0.716465 0.032115 0.162 0.287 -0.072
S 0.811884 -0.902699 2.557115 -0.144 -0.083 0.030
S 0.432458 1.914020 0.467011 0.010 -0.022 0.004
O 0.942118 -1.768857 3.644401 0.072 -0.013 -0.025
O 1.190244 0.691755 -0.192456 0.022 0.026 -0.025
O -0.907981 1.179831 0.358573 0.035 0.029 0.032
O 1.347858 -1.431592 1.198611 0.047 0.033 0.005
O 0.528290 3.149402 -0.177408 0.005 0.004 0.007
O -0.620808 -0.710762 1.964698 -0.036 -0.110 0.034
N -0.731658 -0.422833 -1.951101 -0.119 -0.151 -0.055
N -4.188024 1.758026 -4.392143 -0.001 -0.001 -0.003
N -0.423933 -2.746652 -0.442025 -0.449 0.193 0.105
C -1.835957 0.239976 -2.368494 0.004 -0.001 0.002
C -3.234266 1.187922 -4.105429 0.003 0.003 0.000
C 0.016877 -0.653843 -4.206094 0.046 0.038 0.007
C 1.075390 1.897944 2.094246 0.019 -0.006 -0.006
C -1.114844 0.026972 -4.646752 -0.008 -0.003 0.000
C 0.182980 -0.861206 -2.859419 -0.067 -0.084 0.002
C 2.007677 0.872227 4.087311 -0.010 0.003 0.002
C 1.440974 3.141626 2.567138 0.008 -0.001 -0.005
C 1.362075 0.732671 2.875843 -0.039 0.013 0.027
C -2.051814 0.480111 -3.712711 0.003 0.004 -0.003
C -0.866255 -3.805717 -0.560013 0.236 -0.116 -0.057
C 2.085351 3.264896 3.808550 0.003 0.000 0.002
C 2.382072 2.145465 4.547683 0.000 -0.001 0.000
B -1.423461 -5.296815 -0.762573 -0.025 -0.012 0.032
H 0.761106 -1.016466 -4.902082 0.003 0.008 -0.001
H -1.626357 -5.899540 0.226876 -0.015 0.002 -0.002
H 2.354906 4.250365 4.165335 0.001 -0.001 0.000
H -1.574230 -5.613014 -1.886273 0.024 -0.025 0.003
H -1.276229 0.205436 -5.703599 0.000 0.000 -0.001
H 2.206488 0.001684 4.700296 -0.001 -0.002 0.000
H 1.052410 -1.400511 -2.485014 0.019 0.031 0.002
H -1.788229 -0.735163 0.206774 0.199 -0.031 -0.043
H 2.892204 2.230367 5.498311 -0.002 0.000 0.001
H 1.249287 4.025896 1.971527 -0.001 -0.002 0.000
H -2.534128 0.585547 -1.618826 -0.004 -0.009 0.001
```
Forces are in eV/Å.